A structure of composition C20H16ClO5PdS4. Source: the Open Molecules 2025 dataset; level of theory: ωB97M-V/def2-TZVPD.

XYZ file:
```
47
Properties=species:S:1:pos:R:3
Pd 1.60316 1.05425 1.12823
O 5.23013 0.11945 0.47289
S 4.00394 0.01251 1.20768
O 2.81080 -0.36589 0.29956
O 3.50060 1.40159 1.67268
O 4.04541 -0.89152 2.34109
C 1.20014 0.22354 3.01288
C 0.36053 -0.95010 2.81764
C -1.03195 -0.83952 2.85122
C -1.82643 -1.95491 2.66367
C -1.23356 -3.19166 2.43364
C 0.14921 -3.30905 2.38502
C 0.94846 -2.19256 2.56766
H 2.23183 0.01663 3.27788
H 0.76179 1.05880 3.54331
H -1.47503 0.13895 2.99240
H -2.90492 -1.86163 2.67461
H -1.85422 -4.06607 2.27853
H 0.60367 -4.27208 2.18901
H 2.02883 -2.25065 2.50279
O -0.14171 0.39854 0.44462
C -0.42130 0.56720 -0.91286
C -1.93875 0.58204 -1.01705
C -2.75094 0.28001 -2.06673
C -4.12790 0.47699 -1.76840
C -4.32033 0.91590 -0.49337
S -2.84138 1.08983 0.35167
C 0.12812 1.88951 -1.43346
C -0.52247 3.07051 -1.60335
C 0.35755 4.15549 -1.88046
C 1.66068 3.77441 -1.90461
S 1.83224 2.09393 -1.63653
C 0.11317 -0.59869 -1.72267
C 0.45917 -0.66460 -3.03969
C 0.81543 -1.98054 -3.44569
C 0.72597 -2.87314 -2.42077
S 0.25413 -2.12392 -0.95896
H -2.37309 -0.07658 -3.01465
H -4.93156 0.28594 -2.46594
H -5.25720 1.12541 -0.00171
H -1.59252 3.17262 -1.49633
H 0.02765 5.17265 -2.03705
H 2.53157 4.38391 -2.08317
H 0.45970 0.19711 -3.69249
H 1.13436 -2.24079 -4.44507
H 0.96344 -3.92486 -2.43910
Cl 0.60358 2.97107 1.87142
```

Its molar mass is 606.5 g/mol. The calculation puts the strongest force on any atom at 0.62 eV/A. The calculation puts the HOMO energy at -6.090 eV. For the frontier orbital gap, the calculation gives 7.8 eV. As for the charge: -1. Its LUMO energy is 1.67 eV.


A structure of composition C20H16MnN4O2S at a distorted geometry. Source: the Open Molecules 2025 dataset; level of theory: ωB97M-V/def2-TZVPD.

XYZ file:
```
44
Properties=species:S:1:pos:R:3
Mn -0.13721 -0.02544 -0.80432
S -1.87450 3.91373 0.29063
C -2.97867 3.14924 -0.77127
C -2.56457 1.91345 -1.19692
C -1.30560 1.54079 -0.67395
C -0.81438 2.55478 0.17190
C 0.42463 2.29652 0.83177
C 1.09946 3.12927 1.73005
C 2.27386 2.69121 2.30250
C 2.76356 1.42693 1.96987
C 2.06798 0.65455 1.06151
N 0.92605 1.07070 0.49135
H -3.89312 3.64458 -1.04314
H -3.15905 1.31164 -1.86738
H 0.68712 4.10002 1.95155
H 2.81020 3.31467 2.99974
H 3.67416 1.04921 2.40501
H 2.44105 -0.32196 0.76978
O 0.55514 -1.67216 -1.10665
N 0.20225 -2.63287 -0.33878
N -0.63773 -2.25772 0.54163
O -1.08488 -1.02014 0.44413
C -1.04302 -3.06749 1.60054
C -2.07880 -2.62951 2.42949
C -2.42562 -3.39214 3.52537
C -1.73812 -4.57110 3.80253
C -0.71706 -5.00658 2.95959
C -0.36231 -4.26413 1.85306
H -2.58407 -1.70143 2.20854
H -3.22676 -3.07024 4.17155
H -1.98324 -5.14542 4.68289
H -0.18829 -5.92249 3.17310
H 0.43716 -4.57227 1.19824
C 1.72489 1.55443 -4.86000
C 0.55714 0.80783 -4.74950
C 0.11629 0.44262 -3.49330
N 0.76607 0.78377 -2.37092
C 1.88778 1.50908 -2.47917
C 2.39658 1.91252 -3.70055
H 2.09949 1.84847 -5.82806
H -0.00697 0.51909 -5.62071
H -0.80162 -0.14266 -3.37074
H 2.39247 1.77605 -1.55803
H 3.30226 2.50059 -3.73291
```

Its molar mass is 431.4 g/mol. The calculation puts the strongest force on any atom at 3.08 eV/A. The calculation puts the HOMO energy (alpha / beta) at -14.669 / -14.703 eV. For the frontier orbital gap (alpha / beta), the calculation gives 5.2 / 6.6 eV. As for the charge: +2. The spin multiplicity is 4. Its LUMO energy (alpha / beta) is -9.44 / -8.06 eV.